Record 1
C57H50F10N2O4 | ωB97M-V with the def2-TZVPD basis set

Geometry (Å):
H1 1.00 1.84 10.39
C1 1.04 3.64 -1.50
C2 4.14 -3.45 -1.87
H2 -1.80 -0.24 6.75
H3 -0.69 5.26 -5.83
H4 -7.04 -1.00 4.68
C3 4.72 0.11 0.90
C4 -4.16 4.01 -6.95
C5 0.32 4.60 -2.19
H5 -3.51 -4.16 7.06
O1 3.51 -0.85 1.18
C6 0.65 3.30 -0.21
C7 2.85 0.21 -1.15
H6 2.58 -5.36 2.27
H7 2.11 -4.16 1.25
H8 2.91 3.20 9.57
O2 0.03 -1.46 1.68
N1 1.42 -5.79 -0.85
C8 -1.44 -1.55 5.09
H9 2.98 3.93 7.21
C9 2.92 -4.18 -1.65
F1 4.28 -4.15 -4.41
C10 -6.89 -2.53 7.68
C11 -6.55 -2.21 6.38
C12 -2.08 -1.69 0.34
H10 0.34 -0.31 -0.63
C13 0.17 -1.41 -0.82
H11 3.30 6.75 -8.43
F2 -1.17 -3.12 3.36
C14 -2.42 -3.75 5.26
C15 3.60 -3.63 -6.60
C16 4.05 -1.98 -1.71
C17 1.05 2.16 9.35
H12 4.91 6.61 -4.46
H13 4.14 -2.69 -6.54
C18 3.61 -4.49 -5.52
C19 -1.15 4.88 -0.30
F3 -2.06 6.94 -7.24
H14 2.96 5.24 -3.73
H15 -1.99 5.37 0.17
H16 -8.19 -2.20 9.34
C20 0.07 2.19 7.15
N2 2.46 -5.12 1.29
H17 -0.43 -3.10 0.54
C21 -1.68 -2.81 4.57
H18 -5.71 -2.70 5.91
H19 -0.86 -0.84 4.53
C22 -7.30 -1.26 5.70
H20 2.90 -3.32 -8.61
C23 -7.95 -1.92 8.32
H21 -2.59 -4.73 4.82
C24 -1.66 4.90 -6.13
H22 -1.32 5.98 -2.14
F4 -6.17 -3.46 8.34
C25 3.23 6.42 -7.41
H23 5.08 -3.98 -2.13
H24 3.73 0.69 -1.63
C26 -0.44 3.90 0.39
C27 -3.73 5.28 -7.31
C28 2.23 -6.05 -6.70
C29 1.64 -3.52 -1.32
H25 4.96 0.18 1.99
C30 1.59 -6.08 0.58
F5 1.34 2.35 0.46
C31 -2.71 -2.16 7.04
H26 -4.35 5.94 -7.90
H27 -5.13 3.66 -7.27
F6 -2.76 -2.11 1.47
F7 1.02 4.49 -5.29
C32 3.05 5.58 -4.76
C33 -3.35 3.19 -6.18
H28 1.67 -5.47 -8.69
H29 5.07 7.37 -6.81
F8 -2.26 -0.34 0.14
H30 0.61 4.87 -3.20
C34 -8.69 -0.96 7.64
C35 2.11 2.92 8.89
C36 -8.36 -0.63 6.33
C37 2.07 5.24 -5.68
C38 4.22 6.76 -6.49
C39 2.22 -5.19 -7.80
C40 0.59 -4.67 -1.21
H31 -0.73 1.90 6.48
C41 2.15 5.65 -7.00
H32 -3.69 2.20 -5.90
H33 1.89 3.15 -1.94
C42 2.93 -5.70 -5.56
C43 -2.10 3.63 -5.77
C44 2.60 -5.71 -1.68
H34 1.69 -6.99 -6.74
F9 -2.62 -2.40 -0.70
H35 2.59 1.22 1.07
H36 1.38 5.36 -7.70
C45 1.13 2.97 6.69
H37 2.03 -7.10 0.75
C46 3.16 0.38 0.49
O3 -0.59 -4.66 -1.41
H38 -1.46 3.00 -5.16
C47 2.79 -1.32 -1.34
C48 -2.48 5.71 -6.89
C49 -0.77 5.22 -1.59
C50 -2.93 -3.43 6.51
H39 4.98 -1.39 -1.87
H40 1.88 0.74 -1.33
H41 -3.11 -1.91 8.02
H42 5.24 -0.72 0.36
C51 2.15 3.33 7.56
H43 -0.72 3.61 1.39
C52 2.90 -3.99 -7.75
H44 -8.94 0.11 5.80
H45 -0.22 -2.14 2.35
C53 -0.52 -1.98 0.47
H46 2.96 -6.36 -4.70
C54 1.53 -2.08 -1.16
C55 0.04 1.80 8.47
C56 4.13 6.34 -5.17
H47 -9.52 -0.47 8.14
H48 -0.54 -1.53 -1.67
C57 -1.97 -1.22 6.34
H49 1.16 3.29 5.66
O4 3.12 -6.61 -2.26
F10 -0.99 1.06 8.92
H50 0.57 -6.07 1.05

Computed properties:
- LUMO: 0.04 eV
- HOMO-LUMO gap: 8.82 eV
- 2S+1: 1


Record 2
C57H53N3O3P2Ru | ωB97M-V with the def2-TZVPD basis set

Geometry (Å):
C1 1.11 0.54 4.42
C2 -0.69 -2.09 -4.08
H1 -2.65 5.24 5.70
H2 1.95 -2.15 -3.39
H3 3.88 0.86 -2.88
C3 0.30 -3.03 9.45
H4 3.17 0.29 0.55
C4 -2.66 3.77 1.07
H5 -6.24 1.89 -2.14
O1 0.14 0.05 -3.30
C5 0.69 -4.29 4.36
C6 -4.78 0.36 -2.31
H6 0.64 2.54 6.08
C7 -5.18 -0.34 5.27
C8 3.45 0.87 4.78
H7 0.42 -3.32 10.49
H8 -1.55 -2.97 -7.23
H9 -0.66 -4.87 8.89
C9 -4.05 1.86 0.31
C10 -1.15 -2.87 -5.13
C11 -0.65 -2.43 -2.67
H10 -3.10 -0.38 4.76
H11 -5.56 2.23 2.41
C12 2.50 -1.31 5.05
C13 -0.31 -3.90 8.56
C14 0.58 -1.43 7.69
C15 -0.02 -2.29 6.77
C16 3.28 0.76 -0.43
C17 -1.49 -3.69 3.55
H12 -1.59 -2.44 -2.13
C18 -4.19 0.96 3.48
H13 -7.52 1.55 3.73
C19 -2.60 4.59 -0.09
C20 -2.73 4.21 -1.39
N1 0.30 1.49 -0.67
H14 1.21 -1.11 9.71
H15 1.25 1.75 1.15
C21 -0.86 -1.03 -6.62
O2 -1.51 -0.48 -1.00
H16 -0.18 0.81 -5.73
C22 -0.76 2.20 -1.06
H17 4.24 -1.40 -2.22
H18 -1.44 -3.90 -4.94
C23 -0.24 2.86 5.55
C24 -3.07 2.81 -1.80
H19 3.44 -3.54 -1.45
H20 -7.30 -0.09 5.55
C25 -2.33 0.38 -1.49
C26 -0.31 -0.73 -4.27
H21 -0.97 -4.21 6.55
C27 -2.60 3.62 4.30
C28 1.28 2.20 0.15
H22 -3.27 2.79 -2.88
H23 2.11 2.44 4.20
H24 4.31 1.54 4.82
Ru1 0.45 -0.40 -1.16
C29 2.74 -2.70 -1.41
C30 3.54 -1.42 -1.39
C31 -0.72 2.13 4.47
O3 -0.14 0.97 4.02
H25 -5.08 -1.05 6.07
C32 0.74 -1.79 9.02
C33 2.69 2.15 -0.38
H26 -2.24 4.21 1.96
C34 -0.71 -5.96 3.33
H27 -2.64 4.95 -2.17
H28 2.74 2.63 -1.36
H29 -2.65 -5.29 2.70
C35 -1.99 1.77 -1.51
C36 -6.55 1.12 3.95
N2 2.71 -0.17 -1.44
H30 -4.94 3.39 -0.83
H31 4.58 -0.87 5.31
H32 2.18 -2.78 -0.48
C37 0.49 -5.59 3.92
H33 -0.58 4.52 6.84
H34 2.72 -0.28 -3.56
P1 -0.37 -1.71 5.05
C38 -0.30 -3.33 4.18
C39 -3.53 -0.20 -2.04
C40 -1.92 2.50 3.83
H35 0.93 -0.45 7.36
C41 -0.94 3.97 5.98
C42 2.21 1.39 4.45
H36 1.60 -4.04 4.88
C43 -5.45 1.50 3.20
C44 -1.70 -5.01 3.14
H37 2.13 1.24 -2.93
H38 2.62 -2.34 5.35
C45 -1.22 -2.36 -6.41
H39 1.67 -3.81 -2.91
H40 -0.66 3.28 -0.97
C46 -4.07 0.04 4.53
P2 -2.64 1.35 2.57
H41 -4.45 0.89 0.56
H42 -0.88 -6.98 3.04
C47 3.60 -0.47 5.06
C48 -6.43 0.20 4.98
H43 1.27 -6.33 4.08
H44 4.12 -1.42 -0.47
H45 3.32 2.73 0.30
H46 4.36 0.85 -0.64
H47 -0.91 -0.61 -7.61
C49 2.87 0.45 -2.78
N3 0.41 -2.48 -1.95
C50 -5.24 1.56 -1.86
C51 -0.48 -3.53 7.23
C52 -0.44 -0.23 -5.57
H48 -2.27 -2.95 3.42
H49 0.98 3.25 0.26
C53 1.71 -2.79 -2.54
H50 -3.42 -1.26 -2.25
C54 -3.22 2.47 1.22
C55 -2.11 4.37 5.35
C56 1.23 -0.82 4.75
H51 -3.54 3.90 3.83
H52 -2.35 5.63 0.09
C57 -4.41 2.46 -1.02
H53 -5.47 -0.27 -2.87

Computed properties:
- Net charge: +1
- LUMO (spin up / spin down): -4.68 / -4.69 eV
- HOMO-LUMO gap (spin up / spin down): 4.62 / 4.55 eV
- 2S+1: 2